73
Properties=species:S:1:pos:R:3 method="wB97M-V/def2-TZVPD" energy_ev=-241880.35875 total_charge=-2 homo_ev=-2.320 gap_ev=6.045 lumo_energy_ev=3.73
Sc -1.35 0.19 -0.35
Br -0.09 7.25 2.41
C -0.83 5.68 1.66
C -1.59 4.87 2.61
C -2.12 3.66 2.26
C -1.85 3.10 0.95
O -2.30 1.94 0.71
C -1.11 3.97 -0.04
C -0.84 3.38 -1.29
N -1.32 2.23 -1.73
C -1.81 1.94 -2.97
C -1.59 2.67 -4.17
C -2.44 2.58 -5.23
C -3.54 1.72 -5.18
C -3.88 1.00 -4.03
C -4.91 0.06 -3.96
C -4.98 -0.87 -2.97
C -4.08 -0.72 -1.91
N -3.14 0.23 -1.86
C -2.95 0.99 -2.95
C -0.67 5.27 0.34
H -1.63 5.28 3.64
H -2.86 3.08 2.88
H -0.11 3.92 -1.86
H -0.68 3.25 -4.20
H -2.28 3.26 -6.11
H -4.15 1.58 -6.05
H -5.57 0.08 -4.81
H -5.68 -1.70 -2.94
H -4.19 -1.33 -1.00
H -0.10 5.84 -0.38
Br 8.51 -2.96 -2.26
C 7.38 -2.91 -0.75
C 6.60 -4.08 -0.53
C 5.69 -4.14 0.48
C 5.57 -3.05 1.37
C 6.42 -1.91 1.17
C 7.30 -1.83 0.14
N 4.37 -2.92 2.07
N 4.33 -1.83 2.72
C 3.11 -1.18 2.75
C 3.17 0.22 2.95
C 2.16 0.99 2.32
C 1.10 0.41 1.55
O 0.36 1.07 0.72
C 0.99 -1.01 1.58
N 0.00 -1.54 0.84
C -0.27 -2.81 0.93
C 0.35 -3.63 1.91
C 1.61 -3.20 2.32
C 1.95 -1.79 2.26
H 6.72 -4.89 -1.27
H 5.07 -5.00 0.67
H 6.33 -1.04 1.87
H 7.87 -0.89 0.01
H 4.03 0.60 3.51
H 2.16 2.10 2.36
H -1.09 -3.13 0.29
H -0.08 -4.53 2.32
H 2.34 -3.88 2.77
O -1.11 -1.50 -3.76
S -0.53 -1.55 -2.43
O 0.53 -2.53 -2.30
O -1.64 -1.72 -1.34
O -0.15 -0.15 -1.97
C -3.84 -1.76 3.34
S -2.84 -0.33 2.56
O -3.58 0.90 2.85
O -1.45 -0.43 3.05
O -2.89 -0.55 1.04
H -4.01 -1.48 4.36
H -3.17 -2.60 3.32
H -4.72 -1.92 2.76

=====

102
Properties=species:S:1:pos:R:3 method="wB97M-V/def2-TZVPD" energy_ev=-169757.10114 total_charge=-1 homo_ev=-5.653 gap_ev=6.649 lumo_energy_ev=1.00
O -0.48 1.34 4.55
C 0.38 0.83 3.85
C 1.84 1.13 4.02
P 2.38 2.83 4.45
P 4.32 3.03 3.45
O 5.38 2.72 4.41
O 4.39 2.12 2.14
O 4.45 4.55 2.96
C 2.68 0.13 3.82
C 2.16 -1.22 3.42
O 2.68 -2.23 3.85
C 0.95 -1.17 2.52
C 0.08 -0.16 2.77
C -1.07 -0.01 2.07
C -1.32 -0.90 1.10
C -0.47 -1.91 0.82
C -0.89 -2.87 -0.28
O -1.36 -3.98 0.06
O -0.76 -2.43 -1.45
C 0.68 -2.07 1.52
C 1.64 -3.19 1.24
F 1.53 -4.13 2.22
F 2.92 -2.79 1.24
F 1.45 -3.82 0.09
H 2.67 2.87 5.82
H 3.53 1.78 1.87
H 5.02 4.53 2.18
H 3.76 0.25 3.90
H -1.76 0.78 2.30
H -2.22 -0.80 0.52
C 3.30 -1.07 -3.81
C 3.07 -0.66 -2.34
C 1.62 -0.55 -1.86
F 0.93 0.39 -2.54
F 1.62 -0.18 -0.56
F 3.75 0.49 -2.09
F 3.65 -1.62 -1.58
O 3.58 -0.04 -4.77
C 2.58 0.64 -5.42
C 2.60 2.13 -5.08
F 2.46 2.36 -3.77
F 1.57 2.76 -5.71
F 1.37 0.09 -5.21
F 2.82 0.53 -6.75
H 4.22 -1.65 -3.79
H 2.53 -1.75 -4.16
H 1.10 -1.52 -1.95
H 3.54 2.58 -5.41
C -6.92 4.08 2.96
C -5.70 5.02 2.99
C -4.92 5.25 1.69
F -4.38 4.12 1.22
F -3.91 6.11 1.93
F -4.86 4.64 3.98
F -6.19 6.25 3.35
O -6.77 2.74 3.42
C -6.34 1.72 2.58
C -5.00 1.12 3.03
F -4.04 2.06 3.08
F -4.62 0.18 2.15
F -6.32 2.12 1.30
F -7.26 0.74 2.66
H -7.61 4.51 3.68
H -7.44 4.12 2.00
H -5.57 5.68 0.92
H -5.10 0.68 4.02
C 1.78 -8.33 2.50
C 2.17 -7.45 3.71
C 3.19 -6.34 3.49
F 4.40 -6.82 3.10
F 3.40 -5.68 4.66
F 2.55 -8.26 4.74
F 1.03 -6.84 4.11
O 2.39 -9.61 2.35
C 3.60 -9.79 1.71
C 4.67 -10.34 2.66
F 4.88 -9.53 3.70
F 5.84 -10.47 1.98
F 4.00 -8.68 1.08
F 3.39 -10.73 0.76
H 0.73 -8.57 2.67
H 1.80 -7.76 1.57
H 2.84 -5.62 2.75
H 4.37 -11.32 3.03
C -1.39 5.70 -6.39
C -1.07 5.55 -4.89
C -1.10 4.14 -4.29
F -2.32 3.57 -4.37
F -0.79 4.21 -2.97
F -1.87 6.38 -4.18
F 0.21 6.00 -4.73
O -2.70 6.11 -6.78
C -3.73 5.21 -6.97
C -4.88 5.45 -5.98
F -4.47 5.36 -4.71
F -5.84 4.52 -6.18
F -3.30 3.94 -6.94
F -4.22 5.43 -8.21
H -0.76 6.53 -6.72
H -1.05 4.84 -6.96
H -0.37 3.50 -4.78
H -5.31 6.45 -6.14

=====

66
Properties=species:S:1:pos:R:3 method="wB97M-V/def2-TZVPD" energy_ev=-55299.89844 spin_multiplicity=6 total_charge=-1 homo_ev="-2.906 / -5.219" gap_ev="4.671 / 5.532" lumo_energy_ev="1.77 / 0.31"
Ru -0.18 -0.23 -0.13
C 2.77 -3.07 1.10
O 2.16 -4.24 0.54
C 1.16 -4.20 -0.37
C 0.89 -5.40 -1.01
C -0.12 -5.52 -1.95
C -0.88 -4.42 -2.27
C -0.64 -3.19 -1.64
C -1.48 -2.08 -2.05
N -1.43 -0.90 -1.58
N -2.28 0.06 -2.15
C -2.07 1.20 -1.57
O -1.23 1.41 -0.58
C -2.83 2.40 -2.03
C -3.79 2.30 -3.03
C -4.47 3.44 -3.43
C -4.19 4.67 -2.85
C -3.22 4.76 -1.86
C -2.54 3.63 -1.45
C 0.38 -3.07 -0.68
O 0.64 -1.93 -0.03
H 3.63 -3.45 1.65
H 2.10 -2.56 1.79
H 3.10 -2.39 0.32
H 1.51 -6.25 -0.74
H -0.30 -6.47 -2.43
H -1.67 -4.48 -3.01
H -2.21 -2.24 -2.85
H -4.00 1.34 -3.47
H -5.23 3.37 -4.21
H -4.72 5.56 -3.17
H -2.99 5.72 -1.41
H -1.78 3.68 -0.68
O 4.88 1.34 4.27
C 3.86 0.69 4.56
O 3.52 0.15 5.63
C 2.80 0.63 3.44
C 1.64 -0.07 3.61
C 0.70 -0.15 2.57
N 0.95 0.50 1.38
C 2.08 1.27 1.23
C 3.02 1.31 2.21
C 2.22 2.13 0.03
C 2.86 3.34 0.13
C 2.99 4.23 -0.94
C 2.40 3.87 -2.18
C 1.77 2.68 -2.31
N 1.69 1.78 -1.23
C -0.52 -0.87 2.66
C -0.91 -1.68 3.76
C -2.08 -2.36 3.73
C -2.93 -2.28 2.59
C -2.52 -1.50 1.55
N -1.37 -0.80 1.55
H 1.49 -0.55 4.57
H 3.95 1.85 2.09
H 3.24 3.61 1.10
H 3.50 5.18 -0.82
H 2.41 4.54 -3.03
H 1.29 2.35 -3.21
H -0.25 -1.75 4.62
H -2.36 -2.98 4.58
H -3.87 -2.81 2.54
H -3.13 -1.40 0.66
N 1.39 -0.19 -2.55
C 1.24 0.49 -1.55